DFT (ωB97M-V with the def2-TZVPD basis set) results for 7 unconnected molecules or ions with the total composition C33H71F4N7O10P3 in a non-equilibrium geometry.

Each line ends with the Mulliken charge.
Element x y z (Å)
C 3.113 1.452 1.646  -1.325
C 1.667 1.591 1.099  1.011
O 1.658 2.092 -0.242  -0.441
P 0.157 2.025 -0.951  0.892
O 0.034 3.260 -1.798  -0.833
C -1.235 2.024 0.260  -0.646
C -1.998 0.666 0.371  -2.326
C -1.206 -0.483 1.077  0.990
C -1.192 -0.581 2.636  -0.361
P -0.362 0.686 3.708  0.653
O -1.104 0.663 5.039  -0.607
C -2.621 -0.949 3.019  -0.610
N -3.087 -1.601 1.992  0.556
C -4.445 -2.095 2.164  0.278
F -5.224 -1.113 2.636  -0.290
F -4.981 -2.465 0.998  -0.278
C -4.595 -3.323 3.111  0.158
F -4.366 -2.993 4.392  -0.250
F -3.790 -4.321 2.741  -0.190
C -2.163 -1.725 0.843  -0.971
P -1.395 -3.461 0.833  0.019
C -2.499 -4.483 -0.293  -1.054
C 0.255 -3.459 -0.032  -0.483
C 1.401 -2.720 0.737  -0.679
O -0.008 0.712 -1.942  -0.131
C 0.962 0.820 -3.026  -0.418
C 0.976 -0.508 -3.833  -0.939
H 3.528 2.446 1.890  0.395
H 3.050 0.903 2.603  0.240
H 3.788 0.960 0.932  0.342
H 1.210 0.588 1.205  -0.556
H 1.180 2.336 1.759  0.267
H -1.961 2.766 -0.104  0.534
H -0.847 2.425 1.211  0.149
H -2.972 0.846 0.859  0.707
H -2.240 0.357 -0.662  0.550
H -0.275 -0.620 0.510  0.703
H -0.640 -1.536 2.834  0.366
H -0.449 2.005 3.206  0.025
H 0.964 0.244 3.956  0.043
H -3.131 -0.719 3.961  0.626
H -5.638 -3.678 3.042  0.368
H -2.687 -1.667 -0.128  0.757
H -2.188 -4.319 -1.348  0.386
H -3.556 -4.188 -0.230  0.295
H -2.330 -5.550 -0.086  0.386
H 0.553 -4.524 -0.107  0.494
H 0.125 -3.120 -1.079  0.227
H 1.042 -1.972 1.457  -0.064
H 1.985 -3.464 1.302  0.408
H 2.077 -2.286 -0.018  0.253
H 1.965 0.993 -2.604  0.366
H 0.655 1.622 -3.714  0.295
H 0.008 -0.581 -4.355  0.318
H 1.792 -0.419 -4.567  0.285
H 1.136 -1.382 -3.178  0.107
C -4.949 2.128 -1.125  0.169
O -3.942 2.388 -0.479  -0.645
N -5.722 3.031 -1.741  0.214
C -6.908 2.651 -2.494  -0.852
C -5.359 4.436 -1.653  -0.906
H -5.308 1.093 -1.253  0.180
H -6.797 2.971 -3.529  0.294
H -7.782 3.133 -2.059  0.366
H -7.050 1.572 -2.471  0.250
H -4.362 4.582 -2.071  0.312
H -5.344 4.743 -0.606  0.295
H -6.077 5.042 -2.200  0.305
C 1.435 3.956 8.243  0.073
O 2.336 3.919 7.430  -0.583
N 0.274 3.271 8.139  0.169
C -0.766 3.358 9.145  -0.912
C 0.069 2.423 6.979  -1.030
H 1.496 4.570 9.157  0.280
H -0.953 2.366 9.561  0.312
H -1.684 3.736 8.689  0.310
H -0.467 4.029 9.949  0.326
H 0.854 1.667 6.942  0.306
H 0.128 3.031 6.074  0.288
H -0.900 1.938 7.027  0.438
C 3.709 -2.405 3.214  -0.098
O 2.887 -1.500 3.207  -0.555
N 5.040 -2.250 3.120  0.228
C 5.945 -3.384 3.135  -0.973
C 5.588 -0.911 3.000  -0.826
H 3.407 -3.460 3.300  0.411
H 6.630 -3.288 3.981  0.384
H 6.513 -3.399 2.206  0.269
H 5.393 -4.317 3.227  0.297
H 5.296 -0.319 3.869  0.342
H 5.185 -0.435 2.106  0.120
H 6.672 -0.953 2.935  0.398
C -9.856 3.195 -4.960  0.108
O -9.459 2.611 -3.969  -0.542
N -9.639 4.500 -5.237  0.109
C -10.148 5.125 -6.443  -0.940
C -8.875 5.301 -4.298  -0.789
H -10.447 2.685 -5.737  0.263
H -9.315 5.516 -7.030  0.338
H -10.815 5.946 -6.174  0.337
H -10.698 4.404 -7.046  0.296
H -7.879 4.872 -4.179  0.121
H -9.372 5.298 -3.326  0.303
H -8.789 6.323 -4.660  0.395
C 4.222 -2.364 -6.374  0.089
O 3.174 -2.445 -5.765  -0.526
N 5.091 -1.332 -6.289  0.135
C 6.327 -1.302 -7.047  -0.915
C 4.775 -0.220 -5.411  -0.886
H 4.555 -3.153 -7.067  0.248
H 7.175 -1.244 -6.361  0.313
H 6.333 -0.426 -7.700  0.332
H 6.425 -2.198 -7.657  0.304
H 4.665 -0.584 -4.387  0.285
H 3.830 0.231 -5.720  0.255
H 5.564 0.526 -5.451  0.394
C 6.825 -3.540 -0.670  0.161
O 5.974 -4.080 0.013  -0.638
N 8.077 -4.005 -0.856  0.121
C 9.043 -3.310 -1.685  -0.930
C 8.468 -5.244 -0.203  -0.903
H 6.630 -2.597 -1.208  0.285
H 9.359 -3.963 -2.501  0.347
H 9.912 -3.040 -1.082  0.349
H 8.607 -2.404 -2.104  0.283
H 7.813 -6.052 -0.533  0.310
H 8.364 -5.135 0.878  0.257
H 9.499 -5.487 -0.447  0.376

E_HOMO   -10.4 eV
DFT total energy   -105009.105 eV
Total charge   +1